{"formula": "C22H23BrFeN7Se", "method": "the ωB97M-V functional and the def2-TZVPD basis", "symbols": ["Fe", "N", "C", "N", "C", "N", "N", "C", "N", "C", "C", "C", "C", "C", "N", "H", "H", "H", "H", "H", "H", "H", "H", "C", "C", "C", "C", "C", "C", "Se", "C", "C", "C", "H", "H", "H", "H", "H", "H", "H", "H", "H", "H", "H", "Br", "C", "C", "C", "N", "C", "C", "H", "H", "H", "H"], "xyz": [[0.2636, -0.5220, -0.0004], [-2.4464, 0.2013, 1.7838], [-1.3168, 0.6025, 2.3838], [-1.4083, 1.0140, 3.6333], [-0.2656, 1.4119, 4.1980], [-0.3000, 1.8483, 5.4460], [0.9538, 1.3973, 3.5847], [0.9450, 0.9582, 2.3650], [-0.1502, 0.5465, 1.6765], [2.2453, 0.8803, 1.6367], [3.4125, 1.3787, 2.1778], [4.5733, 1.3007, 1.4220], [4.5166, 0.7409, 0.1565], [3.3057, 0.2560, -0.3072], [2.1896, 0.3110, 0.4233], [-3.3086, 0.3098, 2.2936], [-2.5024, 0.0523, 0.7930], [-1.1794, 1.9000, 5.9330], [0.5403, 2.1876, 5.8822], [3.3934, 1.8205, 3.1629], [5.5069, 1.6808, 1.8141], [5.3943, 0.6799, -0.4711], [3.2269, -0.1791, -1.2938], [0.8002, -8.6391, 2.2828], [0.6977, -7.1857, 1.9468], [0.9284, -6.7306, 0.6417], [0.8346, -5.4012, 0.3075], [1.1080, -4.9689, -1.1020], [0.4902, -4.4765, 1.3395], [0.3446, -2.6926, 0.9527], [0.2525, -4.9109, 2.6810], [-0.1209, -4.0033, 3.8181], [0.3661, -6.2598, 2.9375], [1.0747, -9.2384, 1.4184], [-0.1527, -9.0034, 2.6720], [1.5427, -8.7952, 3.0678], [1.1869, -7.4507, -0.1250], [1.2302, -5.8379, -1.7444], [2.0298, -4.3837, -1.1498], [0.2953, -4.3590, -1.4990], [-0.1335, -2.9538, 3.5428], [0.5830, -4.1363, 4.6403], [-1.1108, -4.2694, 4.1916], [0.1879, -6.6138, 3.9468], [0.8816, -1.1083, -6.6055], [0.6948, -0.9093, -4.7706], [1.4062, -1.7272, -3.8982], [1.2336, -1.5521, -2.5445], [0.4137, -0.6153, -2.0276], [-0.2696, 0.1669, -2.8840], [-0.1592, 0.0557, -4.2512], [2.0756, -2.4903, -4.2686], [1.7550, -2.1828, -1.8365], [-0.9216, 0.9148, -2.4507], [-0.7270, 0.7097, -4.8971]], "forces_ev_per_angstrom": [[0.514, 0.507, -0.205], [0.057, -0.014, -0.001], [-0.100, 0.051, -0.009], [0.110, 0.008, -0.073], [0.004, 0.032, 0.144], [-0.001, 0.016, -0.055], [-0.111, -0.017, -0.049], [0.172, -0.024, -0.041], [-0.291, 0.065, 0.135], [-0.222, -0.010, -0.004], [0.006, 0.032, 0.014], [0.017, -0.003, -0.011], [0.020, 0.021, -0.005], [-0.029, 0.022, 0.102], [0.118, 0.009, -0.030], [0.003, -0.013, 0.011], [-0.007, 0.015, -0.011], [-0.001, -0.002, 0.005], [0.009, -0.018, 0.009], [0.005, -0.003, -0.004], [-0.004, 0.004, -0.007], [-0.004, -0.006, 0.009], [-0.019, -0.046, -0.012], [-0.007, 0.044, 0.003], [0.009, -0.069, 0.010], [-0.002, -0.011, -0.028], [-0.016, -0.031, 0.106], [-0.003, 0.009, 0.003], [-0.029, -0.258, -0.095], [0.010, -0.282, 0.485], [0.027, -0.019, -0.094], [0.004, -0.007, -0.014], [-0.001, -0.008, 0.032], [0.001, 0.000, 0.000], [0.002, 0.000, -0.005], [0.000, 0.003, -0.007], [-0.005, 0.006, 0.008], [0.005, 0.002, -0.001], [-0.005, -0.002, 0.007], [-0.002, -0.003, 0.005], [0.008, 0.006, -0.002], [-0.008, -0.006, -0.001], [0.002, -0.004, -0.004], [0.002, 0.001, -0.010], [0.017, -0.015, -0.135], [0.004, -0.005, 0.070], [0.008, 0.001, 0.022], [-0.072, 0.070, -0.066], [-0.220, -0.112, -0.325], [0.061, 0.043, 0.081], [-0.015, 0.029, 0.013], [-0.003, 0.007, 0.000], [-0.018, -0.004, 0.028], [-0.001, -0.004, 0.008], [0.002, -0.011, -0.003]], "s_squared": 8.781, "total_charge": 2, "multiplicity": 6, "homo_lumo_gap_ev": [7.8, 6.4], "e_homo_ev": [-13.697, -14.347], "fmax_ha_per_bohr": 0.0146}

***

{"formula": "C22H23Cl3N3O3SSbSe4Ti", "method": "the ωB97M-V functional and the def2-TZVPD basis", "symbols": ["Ti", "C", "C", "C", "C", "C", "C", "N", "N", "C", "C", "C", "C", "C", "N", "H", "H", "H", "H", "H", "H", "H", "H", "H", "Cl", "C", "C", "C", "Cl", "C", "O", "C", "Cl", "C", "H", "H", "C", "O", "C", "C", "H", "H", "H", "H", "H", "H", "Se", "Sb", "Se", "Se", "Se", "C", "S", "C", "O", "H", "H", "H", "H", "H", "H"], "xyz": [[0.4943, -0.6558, -0.5299], [-0.9338, -4.6694, 3.2693], [0.2967, -5.0914, 2.7900], [1.0046, -4.3273, 1.8772], [0.4233, -3.1460, 1.3049], [-0.9122, -2.8216, 1.7315], [-1.4988, -3.5927, 2.6721], [1.0515, -2.4005, 0.2962], [2.4494, -2.7842, 0.3052], [3.0359, -2.0333, -0.6137], [4.5131, -2.0178, -0.6359], [5.1750, -1.0714, -1.2774], [4.4047, -0.0962, -2.0372], [3.0584, -0.2167, -2.1415], [2.3613, -1.1408, -1.4468], [-1.4025, -5.1093, 4.1506], [0.6841, -6.0692, 3.1507], [2.0546, -4.5637, 1.5532], [-1.4501, -1.9366, 1.3157], [-2.5732, -3.3228, 2.7784], [4.9839, -2.8869, -0.0821], [6.2510, -1.0531, -1.2105], [4.9193, 0.6588, -2.6008], [2.4664, 0.4271, -2.6407], [-6.1564, 0.0551, -4.0162], [-4.7257, -0.1793, -3.0677], [-4.8827, -0.2465, -1.6643], [-3.7632, -0.5861, -0.9470], [-3.8829, -0.4912, 0.7475], [-2.4712, -0.8349, -1.5128], [-1.4514, -1.0746, -0.7269], [-2.4541, -0.8836, -2.9028], [-1.0244, -1.5010, -3.7445], [-3.5549, -0.5643, -3.6879], [-5.7689, -0.2717, -1.1646], [-3.5125, -0.5003, -4.7963], [0.2724, 1.7094, 3.1202], [0.0297, 0.9778, 1.8696], [0.8699, 0.1945, 1.3760], [2.1528, -0.1440, 2.0584], [1.1732, 2.2679, 3.0390], [0.2406, 0.9671, 3.8762], [-0.5691, 2.4310, 3.1853], [1.9256, -0.9874, 2.7301], [2.7726, -0.5052, 1.2771], [2.6339, 0.6455, 2.5931], [1.9953, 4.4258, 1.3635], [-0.0175, 5.9059, 1.6488], [-0.9573, 7.0091, -0.3151], [1.6744, 7.3275, 2.8408], [-1.7957, 4.6420, 2.8909], [-2.2567, 2.6475, -1.7412], [-0.6210, 2.4873, -1.0036], [0.1361, 3.7899, -1.9232], [-0.0079, 1.1718, -1.5536], [-2.2910, 2.3659, -2.7834], [-2.6262, 3.5885, -1.5843], [-2.9587, 1.9413, -1.2867], [-0.4212, 4.7385, -1.7513], [0.2886, 3.5599, -2.9604], [1.1487, 3.8418, -1.4609]], "forces_ev_per_angstrom": [[-0.889, -0.469, -1.256], [0.337, -1.163, 0.813], [0.519, -0.637, 0.632], [0.845, 0.611, -0.991], [-0.989, -0.255, 0.113], [1.982, 1.140, -1.722], [-3.025, 1.275, -0.091], [1.027, -1.170, 1.718], [-0.705, 1.931, -2.417], [1.238, -0.498, 0.567], [-1.147, -2.685, 1.162], [-0.323, 1.061, -0.774], [0.708, -0.240, -0.351], [2.499, -1.749, 2.053], [-1.157, -0.754, 1.914], [-0.037, -0.359, -0.517], [0.074, 0.926, -0.141], [-1.457, -0.006, 0.372], [0.591, -1.051, 0.278], [0.754, -0.298, 0.832], [-0.415, 1.371, -0.578], [0.181, 0.242, -0.242], [0.093, 0.296, -0.090], [-1.664, 2.245, -1.939], [-0.290, 0.265, -0.348], [-0.548, -0.772, 1.078], [2.975, -0.784, -2.482], [0.782, 0.643, -0.424], [0.063, -0.232, 0.971], [-0.004, -0.321, 1.065], [-0.216, 0.132, -0.646], [0.498, -0.449, -0.999], [-0.346, 0.464, 0.546], [-0.164, 0.863, -0.641], [-2.508, 0.611, 0.972], [0.170, -0.366, 0.997], [-1.625, 0.392, -0.609], [-0.792, 1.129, 0.550], [0.958, -0.570, -0.725], [-1.107, -0.158, 0.130], [0.804, 0.313, -0.023], [0.163, -0.507, 0.994], [0.555, -0.490, 0.045], [0.126, 0.086, -0.107], [0.910, -0.497, -0.342], [0.166, 0.650, 0.440], [-0.118, 0.227, -0.146], [-0.398, -0.586, 0.333], [0.104, -0.094, -0.008], [-0.250, -0.266, -0.043], [0.501, 0.685, -0.330], [0.153, -3.208, -0.094], [-0.515, -0.134, -0.282], [1.266, 0.463, 0.892], [0.045, 0.323, 0.235], [0.546, 0.182, -0.505], [-0.628, 2.619, 0.479], [0.311, 0.067, 0.394], [0.424, -0.514, 0.090], [-0.410, -0.357, -0.615], [-0.642, 0.431, -0.188]], "relative_energy_kcal_mol": 3.5, "s_squared": 2.016, "total_charge": -2, "multiplicity": 3, "homo_lumo_gap_ev": [5.7, 5.7], "e_homo_ev": [-2.076, -2.071], "fmax_ha_per_bohr": 0.0769}

***

{"formula": "C22H23ClFN3O4S", "method": "the ωB97M-V functional and the def2-TZVPD basis", "symbols": ["O", "S", "O", "C", "C", "N", "H", "C", "H", "H", "C", "C", "N", "C", "C", "O", "C", "C", "H", "H", "H", "H", "H", "H", "H", "H", "H", "H", "H", "H", "O", "C", "N", "C", "C", "C", "C", "C", "C", "H", "H", "H", "H", "F", "C", "C", "C", "C", "C", "C", "H", "H", "Cl", "H", "H"], "xyz": [[-0.8452, 3.4359, -2.0845], [-0.7777, 2.6550, -0.9672], [-1.2271, 3.4088, 0.2201], [0.6887, 1.9388, -0.5772], [1.1386, 1.6929, 0.5902], [0.6621, 2.3805, 1.9304], [-0.2144, 2.8970, 1.9124], [0.8490, 1.8213, 3.0344], [1.5797, 1.0544, 2.9494], [1.2774, 2.4859, 3.8744], [-0.5117, 1.4182, 3.6995], [-1.4403, 0.5677, 2.5692], [-0.9806, -1.1185, 2.3918], [0.1176, -1.0669, 1.6177], [0.3832, -2.6647, 1.3299], [-0.8046, -3.4012, 1.1509], [-1.7619, -3.3371, 1.9779], [-2.1970, -1.7496, 2.1315], [-2.8586, -1.4788, 2.7181], [-2.5458, -1.2844, 1.1888], [-2.6897, -3.7461, 1.4414], [-1.6406, -3.4692, 3.0727], [1.1701, -2.7056, 0.7724], [0.6631, -2.9778, 2.6094], [0.9876, -0.4946, 1.7209], [-0.0594, -0.7303, 0.5658], [-1.3373, 0.8165, 1.7015], [-2.3184, 0.6649, 3.0321], [-0.3122, 0.5134, 4.6239], [-1.0134, 2.0122, 4.1343], [2.2017, 1.1766, 0.6658], [2.2847, 0.6499, -0.7151], [1.4378, 1.2332, -1.3383], [3.3221, -0.3784, -1.0134], [4.0702, -1.0415, -0.0662], [5.1222, -1.6616, -0.4345], [5.3421, -2.0409, -1.9957], [4.5660, -1.3275, -2.4934], [3.5755, -0.4159, -2.3342], [2.8891, 0.2252, -2.9661], [4.8299, -1.5720, -3.6525], [5.9403, -2.6657, -1.9051], [5.5442, -2.4442, 0.3059], [3.8266, -0.9707, 1.2785], [-2.0636, 1.2695, -1.2788], [-1.3217, 0.0857, -1.9681], [-2.1687, -1.0985, -2.0557], [-3.3684, -1.1888, -1.4548], [-3.9597, 0.1196, -0.8560], [-3.3329, 1.2248, -0.5573], [-3.5085, 2.0526, -0.0734], [-4.9358, 0.0109, -0.3428], [-4.2710, -2.4037, -1.7502], [-1.8228, -1.9169, -2.5649], [-0.3836, 0.1527, -2.2921]], "forces_ev_per_angstrom": [[1.249, 2.625, -5.625], [-5.609, -1.042, 5.003], [0.676, -1.597, -0.339], [-4.031, 2.310, -2.083], [-7.441, 8.891, 11.727], [-0.299, 3.165, -11.857], [0.442, -0.013, -1.402], [0.724, -2.703, 10.841], [0.347, -1.157, 0.432], [0.103, -0.301, -1.066], [7.092, -14.341, -5.563], [4.723, -4.715, 10.660], [-1.399, 7.417, 5.941], [-0.351, -4.969, -5.591], [-3.935, 2.325, 10.488], [5.922, -0.838, -5.484], [-7.546, 4.179, 2.883], [6.369, -3.743, -8.333], [-6.054, 1.748, 6.521], [-0.350, -0.871, -0.671], [1.266, -0.393, 1.449], [0.544, -1.373, -0.512], [4.098, -1.685, -4.147], [-0.003, 0.579, -3.648], [1.254, 0.285, 2.162], [-0.872, 0.208, -0.512], [0.726, 3.475, -9.746], [-3.963, -0.339, 0.941], [-0.418, 2.591, -2.682], [-6.542, 8.813, 5.316], [6.922, -6.236, -0.393], [4.863, -2.403, 3.778], [-0.384, -1.479, -7.961], [-3.503, 4.322, 0.396], [-1.216, 1.635, 2.656], [4.325, -6.907, -1.321], [-1.437, 3.985, 14.836], [-5.773, 5.272, -17.906], [-1.659, 0.865, 1.743], [1.602, -1.268, 0.087], [-1.451, 1.069, 1.017], [9.862, -10.181, -0.978], [-0.149, 1.882, -0.924], [-0.762, 0.281, -0.603], [5.209, -2.418, -0.225], [-9.338, 1.795, 3.894], [2.624, 3.431, 0.801], [1.386, 9.378, 1.398], [-2.623, -5.837, 0.992], [6.406, -2.022, -5.245], [-1.919, 4.007, 2.814], [0.299, -0.403, -0.703], [-4.435, -5.618, -0.649], [0.966, -2.014, -1.154], [3.460, 0.333, -1.449]], "relative_energy_kcal_mol": 523.2, "multiplicity": 1, "homo_lumo_gap_ev": 7.6, "e_homo_ev": -8.018, "fmax_ha_per_bohr": 0.3800}

***

{"formula": "C22H23ClGeIN10O2PtS", "method": "the ωB97M-V functional and the def2-TZVPD basis", "symbols": ["Pt", "N", "C", "N", "N", "N", "N", "C", "N", "N", "N", "N", "H", "Cl", "C", "C", "C", "I", "C", "O", "C", "N", "C", "C", "C", "C", "H", "H", "H", "H", "C", "S", "O", "C", "C", "C", "C", "C", "C", "H", "H", "H", "H", "H", "H", "H", "H", "C", "Ge", "C", "C", "C", "H", "H", "H", "H", "H", "H", "H", "H", "H", "H"], "xyz": [[-0.3606, -0.7165, 0.4370], [-0.1864, -4.3507, -0.6431], [0.0215, -3.3923, -1.6522], [0.3810, -3.7571, -2.8641], [0.4221, -2.6002, -3.5523], [0.0995, -1.6143, -2.7857], [-0.1691, -2.0756, -1.5369], [-1.0178, -4.0446, 0.3946], [-1.8728, -4.8764, 1.0556], [-2.5421, -4.1019, 1.8824], [-2.0570, -2.8958, 1.7553], [-1.1239, -2.8256, 0.8467], [-0.1871, -5.3048, -0.9622], [-4.2866, 1.2190, 6.1479], [-3.0105, 1.2906, 4.9449], [-2.1033, 2.3082, 5.0550], [-1.0971, 2.3536, 4.0949], [0.2498, 3.9457, 4.1493], [-0.9929, 1.4399, 3.0680], [0.0867, 1.5562, 2.2858], [-1.9419, 0.3967, 2.9405], [-1.8420, -0.5195, 1.9306], [-2.8053, -1.5944, 1.8444], [-3.8479, -1.6649, 2.9043], [-3.9175, -0.7480, 3.8481], [-2.9647, 0.3475, 3.9176], [-2.1646, 3.0317, 5.8528], [-3.2821, -1.5420, 0.8578], [-4.5500, -2.4867, 2.8456], [-4.6966, -0.8023, 4.5960], [3.0884, 1.5822, -1.2416], [2.1315, 0.0554, -1.4124], [2.3590, -0.7211, -0.1443], [3.2568, -0.6516, -2.6162], [2.9340, -0.5697, -3.9611], [3.8419, -1.0392, -4.9017], [5.0476, -1.5872, -4.4886], [5.3407, -1.6970, -3.1332], [4.4406, -1.2303, -2.1882], [4.1363, 1.3358, -1.0744], [2.6870, 2.1443, -0.4013], [2.9664, 2.1513, -2.1652], [1.9691, -0.1742, -4.2550], [3.5994, -0.9890, -5.9556], [5.7588, -1.9421, -5.2242], [6.2713, -2.1503, -2.8152], [4.6345, -1.3184, -1.1256], [0.3954, 4.0505, -0.4639], [-0.7465, 2.4632, -0.2502], [-2.3972, 3.0406, 0.6264], [-1.1989, 1.7160, -1.9987], [0.1715, 1.1388, 0.9242], [-0.1989, 4.9272, -0.7307], [1.1438, 3.8923, -1.2425], [0.9088, 4.2570, 0.4779], [-2.9421, 3.7208, -0.0331], [-2.1871, 3.5635, 1.5612], [-3.0336, 2.1816, 0.8472], [-2.0285, 2.2654, -2.4510], [-1.4846, 0.6706, -1.8855], [-0.3483, 1.7456, -2.6826], [1.2418, 1.1924, 0.7463]], "forces_ev_per_angstrom": [[-1.812, -0.599, 2.666], [0.015, 0.078, 0.102], [-0.123, -0.081, 0.228], [-0.001, -0.010, -0.163], [-0.038, -0.004, 0.090], [-0.055, -0.086, 0.030], [0.592, 0.199, -0.452], [-0.062, -0.469, 0.096], [0.114, 0.219, -0.045], [0.054, -0.200, -0.123], [-0.513, 0.160, 0.089], [0.936, 0.199, -0.939], [-0.038, 0.008, -0.053], [0.038, -0.002, -0.022], [-0.183, 0.049, 0.025], [0.115, 0.025, 0.042], [-0.156, 0.257, 0.056], [0.038, -0.016, 0.040], [0.082, -0.031, -0.141], [0.468, -0.216, 0.159], [0.091, -0.433, -0.003], [0.210, 0.042, -0.249], [-0.139, 0.641, 0.212], [0.163, -0.292, -0.367], [-0.015, 0.415, 0.394], [-0.129, -0.314, 0.014], [0.001, 0.026, -0.029], [-0.005, -0.204, -0.080], [0.027, 0.015, -0.014], [0.024, 0.029, -0.002], [0.070, 0.000, -0.009], [0.567, -0.146, 0.135], [-0.125, 0.159, -0.267], [-0.131, 0.106, -0.234], [0.001, -0.016, 0.027], [0.001, 0.043, 0.020], [-0.013, -0.003, 0.025], [-0.013, -0.002, -0.037], [0.015, -0.039, 0.037], [-0.015, 0.020, 0.028], [-0.034, 0.007, -0.018], [0.053, -0.003, 0.027], [0.025, -0.030, -0.016], [-0.003, -0.002, 0.015], [-0.020, -0.036, 0.007], [-0.005, 0.004, 0.004], [-0.017, 0.002, -0.013], [0.044, 0.080, -0.002], [-0.039, -0.129, 0.203], [-0.104, 0.053, 0.042], [0.051, 0.011, -0.107], [-0.075, 0.473, -1.573], [0.025, -0.017, -0.009], [-0.009, 0.031, 0.008], [-0.016, 0.026, -0.018], [-0.003, -0.028, 0.014], [-0.005, -0.021, -0.010], [-0.002, 0.023, -0.003], [0.043, 0.019, 0.031], [-0.017, -0.010, -0.039], [-0.030, -0.016, 0.019], [0.076, 0.037, 0.150]], "relative_energy_kcal_mol": 46.6, "total_charge": -1, "multiplicity": 1, "homo_lumo_gap_ev": 6.8, "e_homo_ev": -4.600, "fmax_ha_per_bohr": 0.0638}